# 1
This record from the Open Molecules 2025 dataset describes a structure of composition C48H71BrN2O24S. The level of theory is wB97M-V/def2-TZVPD.

Geometry as XYZ:
```
147
C48H71BrN2O24S (wB97M-V/def2-TZVPD)
C -6.15 6.29 -4.92
C -5.05 5.19 -5.32
O -3.68 5.57 -5.07
C -3.45 5.92 -3.68
C -2.13 5.19 -3.05
C -2.66 3.99 -2.12
C -1.55 3.34 -1.15
C -0.85 2.00 -1.74
C -1.06 0.70 -0.84
C -0.05 0.37 0.36
Br 1.52 1.54 0.76
C -0.21 -0.89 1.29
C 0.79 -1.23 2.51
C 0.01 -0.78 3.87
O -0.24 -1.93 4.76
C -1.47 -1.73 5.47
O -1.46 -1.15 6.60
C -1.42 -1.92 1.10
N -1.71 -3.10 1.89
S -3.14 -3.65 1.09
N -3.39 -2.55 -0.18
C -2.34 -1.53 -0.11
C -2.23 -0.28 -1.11
C -3.33 -0.17 -2.26
C -2.72 -0.05 -3.75
C -4.47 0.97 -1.95
C -5.31 1.39 -3.26
H -5.77 7.37 -4.94
H -6.46 6.08 -3.82
H -7.10 6.11 -5.55
H -5.36 4.18 -4.87
H -5.13 5.05 -6.47
H -4.32 5.60 -2.99
H -3.39 7.07 -3.60
H -1.53 4.80 -3.96
H -1.46 5.95 -2.52
H -3.02 3.13 -2.82
H -3.54 4.32 -1.44
H -0.71 4.14 -1.00
H -1.96 3.15 -0.08
H -1.13 1.88 -2.84
H 0.29 2.22 -1.73
H 1.82 -0.74 2.40
H 0.90 -2.38 2.59
H -1.04 -0.39 3.59
H 0.54 0.07 4.41
H -2.50 -2.12 5.10
H -3.92 -1.17 -2.24
H -3.34 -0.63 -4.52
H -1.61 -0.37 -3.80
H -2.72 1.05 -4.10
H -4.07 1.85 -1.34
H -5.23 0.43 -1.25
H -5.37 0.58 -4.07
H -4.98 2.37 -3.74
H -6.41 1.55 -2.90
C -12.32 6.78 -3.93
C -11.06 6.00 -3.63
C -9.80 6.66 -4.09
O -8.93 5.55 -4.28
C -9.72 4.48 -4.57
O -9.32 3.43 -4.97
O -11.04 4.77 -4.36
H -12.41 7.65 -3.28
H -12.32 7.13 -4.97
H -13.20 6.16 -3.81
H -11.02 5.75 -2.56
H -9.39 7.36 -3.36
H -9.90 7.18 -5.05
C 3.38 -2.90 -3.81
C 1.92 -2.57 -3.58
C 1.04 -3.77 -3.47
O -0.22 -3.25 -3.89
C 0.05 -2.22 -4.74
O -0.77 -1.68 -5.42
O 1.37 -1.89 -4.71
H 3.84 -3.29 -2.90
H 3.50 -3.65 -4.60
H 3.93 -2.01 -4.13
H 1.82 -1.91 -2.71
H 0.98 -4.16 -2.45
H 1.31 -4.58 -4.15
C 6.55 -1.19 2.43
C 5.67 -1.59 1.26
C 4.62 -2.60 1.60
O 4.40 -3.24 0.35
C 5.57 -3.14 -0.34
O 5.80 -3.73 -1.36
O 6.43 -2.28 0.27
H 6.00 -0.54 3.12
H 6.90 -2.06 2.98
H 7.44 -0.66 2.08
H 5.24 -0.70 0.79
H 3.70 -2.14 1.97
H 4.96 -3.35 2.32
C 1.45 2.14 6.56
C 2.59 1.15 6.70
C 3.19 1.09 8.08
O 4.51 0.65 7.81
C 4.82 1.07 6.55
O 5.91 1.04 6.07
O 3.71 1.54 5.91
H 0.55 1.77 7.06
H 1.71 3.10 7.00
H 1.23 2.32 5.51
H 2.27 0.15 6.36
H 2.67 0.39 8.73
H 3.25 2.07 8.56
C 8.00 -4.41 -3.07
C 9.14 -4.99 -3.87
C 9.41 -6.44 -3.59
O 10.79 -6.56 -3.93
C 11.34 -5.34 -3.72
O 12.52 -5.12 -3.72
O 10.38 -4.39 -3.51
H 7.04 -4.77 -3.44
H 8.09 -4.68 -2.01
H 8.02 -3.32 -3.12
H 8.98 -4.81 -4.94
H 8.80 -7.11 -4.21
H 9.29 -6.71 -2.54
C 0.67 3.54 13.11
C 0.72 4.16 11.73
C 0.38 3.21 10.62
O 1.07 3.77 9.52
C 2.15 4.44 10.04
O 3.05 4.87 9.39
O 2.05 4.54 11.39
H -0.37 3.37 13.43
H 1.19 2.58 13.14
H 1.16 4.18 13.84
H 0.10 5.06 11.70
H -0.70 3.16 10.42
H 0.76 2.19 10.78
C -0.12 -7.94 -3.44
C 1.36 -8.22 -3.49
C 1.90 -8.91 -2.27
O 3.26 -8.50 -2.27
C 3.30 -7.29 -2.89
O 4.26 -6.57 -2.90
O 2.11 -7.01 -3.50
H -0.70 -8.85 -3.58
H -0.41 -7.49 -2.48
H -0.41 -7.22 -4.22
H 1.61 -8.77 -4.41
H 1.81 -10.00 -2.33
H 1.43 -8.57 -1.34
```

Total energy in Ha: -6758.8575
Lowest unoccupied orbital energy in eV: -1.5

Mulliken population analysis, charges in e, atoms 1 to 2: number 1, C, carries -0.660; number 2, C, carries 0.113


# 2
This record from the Open Molecules 2025 dataset describes a cluster of 2 separate species, C4H8O in total. The level of theory is wB97M-V/def2-TZVPD.

Geometry as XYZ:
```
13
C4H8O (wB97M-V/def2-TZVPD)
C -1.92 0.88 0.51
C 0.22 -1.13 -0.94
C 1.32 -1.04 -0.19
C 2.00 0.26 0.01
O 1.54 1.33 -0.34
H -1.89 1.72 -0.19
H -2.43 1.19 1.43
H -2.45 0.04 0.06
H -0.31 -2.06 -1.09
H -0.17 -0.23 -1.41
H -0.89 0.59 0.75
H 1.75 -1.92 0.30
H 2.99 0.22 0.51
```

Total energy in Ha: -232.4000
Lowest unoccupied orbital energy in eV: 0.1
SMILES: C=CC=O.C

Mulliken population analysis, charges in e, atoms 1 to 2: number 1, C, carries -0.926; number 2, C, carries -0.727


# 3
This record from the Open Molecules 2025 dataset describes an isolated molecule of C5H4N2O2. The level of theory is wB97M-V/def2-TZVPD.

Geometry as XYZ:
```
13
C5H4N2O2 (wB97M-V/def2-TZVPD)
C -1.55 -1.35 0.03
C 2.30 0.32 -0.03
C 0.15 0.35 -0.06
C -1.63 -0.02 0.00
C 0.62 -0.94 -0.01
N 1.97 -0.95 0.01
N 1.23 1.16 -0.06
O -0.30 -1.93 0.03
O -2.64 0.86 -0.08
H -2.36 -2.06 0.09
H 3.31 0.67 -0.03
H 1.26 2.16 -0.12
H -2.37 1.72 0.23
```

Total energy in Ha: -452.6694
Spin multiplicity: 3
⟨S²⟩: 2.0140
Lowest unoccupied orbital energy (alpha / beta) in eV: 0.3 / -1.9

Mulliken population analysis, charges in e, atoms 1 to 2: number 1, C, carries -0.574; number 2, C, carries -0.493


# 4
This record from the Open Molecules 2025 dataset describes a structure of composition C27H21F3MoN2O6. The level of theory is wB97M-V/def2-TZVPD.

Geometry as XYZ:
```
60
C27H21F3MoN2O6 (wB97M-V/def2-TZVPD)
Mo 0.18 0.10 0.78
N -0.67 0.85 -1.17
C -0.79 2.33 -1.20
C -0.36 2.96 0.13
O -0.34 4.14 0.31
N 0.02 1.99 1.05
C 0.54 2.54 2.30
C 1.47 1.45 2.85
O 2.40 1.56 3.58
O 1.07 0.29 2.29
H -0.14 0.56 -2.01
H -1.61 0.46 -1.31
H -1.82 2.65 -1.39
H -0.18 2.77 -1.99
H -0.26 2.72 3.03
H 1.05 3.50 2.15
O 2.27 0.47 -0.45
C 2.98 -0.80 -0.33
C 1.90 -1.89 -0.38
O 2.06 -3.03 -0.66
O 0.72 -1.35 -0.03
C 3.88 -1.07 -1.52
C 3.55 -0.58 -2.77
C 4.29 -0.94 -3.88
C 5.38 -1.79 -3.73
C 5.71 -2.29 -2.48
C 4.96 -1.94 -1.37
C 3.69 -0.82 1.01
C 3.19 -1.56 2.09
C 3.86 -1.55 3.30
C 5.02 -0.79 3.45
C 5.50 -0.04 2.39
C 4.83 -0.05 1.18
H 2.95 1.16 -0.53
H 2.70 0.08 -2.89
H 4.02 -0.57 -4.85
H 5.95 -2.09 -4.60
H 6.55 -2.96 -2.36
H 5.21 -2.34 -0.40
H 2.31 -2.20 1.98
H 3.50 -2.14 4.12
H 5.55 -0.81 4.39
H 6.40 0.54 2.50
H 5.24 0.52 0.35
F -6.55 -4.30 5.77
C -5.27 -4.62 5.60
F -4.64 -4.41 6.77
F -5.19 -5.93 5.34
C -4.61 -3.77 4.53
C -4.92 -2.41 4.48
C -4.24 -1.59 3.60
C -3.24 -2.13 2.77
C -2.98 -3.52 2.79
C -3.65 -4.33 3.68
C -2.40 -1.31 2.02
C -1.54 -0.63 1.44
H -5.67 -2.00 5.14
H -4.47 -0.54 3.54
H -2.24 -3.92 2.13
H -3.43 -5.38 3.74
```

Total energy in Ha: -1969.6148
Total charge: +2
Lowest unoccupied orbital energy (alpha / beta) in eV: -10.1 / -8.9

Mulliken population analysis, charges in e, atoms 1 to 2: number 1, Mo, carries 0.288; number 2, N, carries -0.303